Entry 1:
Here is a cluster of 2 separate species, C4H11S in total from the OMol25 dataset. Energies are from wB97M-V/def2-TZVPD.

Results
- Energy above the lowest of the compared OMol25 structures with the same formula, charge and spin: 77.8 kJ/mol
- E: -557.1931 Eh
- Total charge: -1

Last columns: bonded neighbours and bond lengths (Å).
Atoms and positions in Å:
1 C -2.695 -1.676 1.435  C2 1.530, H3 1.088, H4 1.084, H5 1.090
2 C -2.816 -1.786 -0.086  C1 1.530, H6 1.096, H7 1.089, H8 1.087
3 H -3.655 -1.770 1.939  C1 1.088
4 H -2.030 -2.440 1.821  C1 1.084
5 H -2.295 -0.698 1.704  C1 1.090
6 H -2.803 -2.835 -0.402  C2 1.096
7 H -1.997 -1.256 -0.569  C2 1.089
8 H -3.710 -1.308 -0.479  C2 1.087
9 C 1.597 0.610 -2.058  C10 1.536, H12 1.096, H13 1.099, H14 1.084
10 C 0.840 1.076 -0.805  C9 1.536, S11 1.829, H15 1.089, H16 1.089
11 S 1.779 1.025 0.764  C10 1.829
12 H 0.922 0.037 -2.705  C9 1.096
13 H 1.918 1.480 -2.647  C9 1.099
14 H 2.499 0.042 -1.861  C9 1.084
15 H 0.339 2.006 -1.069  C10 1.089
16 H 0.039 0.361 -0.626  C10 1.089

Entry 2:
Here is a cluster of 2 separate species, C4H11S2 in total from the OMol25 dataset. Energies are from wB97M-V/def2-TZVPD.

Results
- Energy above the lowest of the compared OMol25 structures with the same formula, charge and spin: 49.5 kJ/mol
- E: -955.3841 Eh
- Total charge: -1

Last columns: bonded neighbours and bond lengths (Å).
Atoms and positions in Å:
1 C 1.684 -0.642 1.774  S2 1.778, H4 1.080, H5 1.088, H6 1.089
2 S 2.923 0.080 0.724  C1 1.778, C3 1.801
3 C 2.588 -0.836 -0.791  S2 1.801, H7 1.073, H8 1.086, H9 1.088
4 H 2.002 -1.598 2.162  C1 1.080
5 H 1.487 0.010 2.623  C1 1.088
6 H 0.737 -0.843 1.274  C1 1.089
7 H 3.414 -0.691 -1.461  C3 1.073
8 H 1.705 -0.492 -1.321  C3 1.086
9 H 2.464 -1.886 -0.535  C3 1.088
10 C -2.188 1.492 -1.010  C11 1.525, H13 1.092, H14 1.081, H15 1.089
11 C -2.513 0.234 -0.213  C10 1.525, S12 1.800, H16 1.101, H17 1.098
12 S -3.445 0.466 1.310  C11 1.800
13 H -1.437 2.082 -0.480  C10 1.092
14 H -1.775 1.281 -1.986  C10 1.081
15 H -3.074 2.114 -1.140  C10 1.089
16 H -2.997 -0.466 -0.912  C11 1.101
17 H -1.576 -0.304 -0.018  C11 1.098

Entry 3:
Here is a cluster of 2 separate species, C4H11S3 in total from the OMol25 dataset. Energies are from wB97M-V/def2-TZVPD.

Results
- Energy above the lowest of the compared OMol25 structures with the same formula, charge and spin: 0.0 kJ/mol
- E: -1353.6058 Eh
- Total charge: -1

Last columns: bonded neighbours and bond lengths (Å).
Atoms and positions in Å:
1 C -1.148 -1.270 -2.440  C2 1.514, H5 1.090, H6 1.095, H7 1.091
2 C -0.148 -0.230 -2.903  C1 1.514, C3 1.550, H8 1.099, H9 1.095
3 C 0.373 0.755 -1.826  C2 1.550, S4 1.825, H10 1.092, H11 1.100
4 S -0.939 1.528 -0.821  C3 1.825
5 H -0.720 -2.023 -1.778  C1 1.090
6 H -1.635 -1.783 -3.276  C1 1.095
7 H -1.944 -0.763 -1.893  C1 1.091
8 H 0.702 -0.771 -3.341  C2 1.099
9 H -0.593 0.404 -3.676  C2 1.095
10 H 0.980 1.519 -2.316  C3 1.092
11 H 1.076 0.207 -1.180  C3 1.100
12 C 1.144 1.176 2.375  S13 1.810, H15 1.094, H16 1.090, H17 1.089
13 S 1.383 -0.559 1.916  C12 1.810, S14 2.092
14 S -0.566 -1.088 1.372  S13 2.092, H18 1.461
15 H 2.148 1.534 2.618  C12 1.094
16 H 0.504 1.254 3.254  C12 1.090
17 H 0.731 1.753 1.549  C12 1.089
18 H -0.818 0.051 0.492  S14 1.461

Maximum force, respectively: 1.06 0.97 0.79 eV/A.